Model a:
This record from the OMol25 dataset describes a cluster of 2 separate species, C4H13N3O in total. The level of theory is ωB97M-V/def2-TZVPD.

## Properties
SMILES	C[C@H](O)N(C)N.C=N
molar mass	119.17	g mol⁻¹
HOMO level	-8.9	eV
gap between HOMO and LUMO	0.3359	Eh

Cartesian coordinates (Å):
C1 -0.2044 1.0402 -0.1580
C2 2.0113 0.7571 -1.1064
C3 -1.6897 -2.5986 -0.1281
C4 -0.9880 1.6901 0.9784
N1 1.2373 1.1181 0.0716
N2 -1.5564 -2.3026 -1.3842
N3 1.6879 0.3307 1.1682
O1 -0.6557 -0.2753 -0.3849
H1 -0.5902 -2.1760 -1.6803
H2 -0.3895 1.5969 -1.0846
H3 1.2089 -0.5729 1.1870
H4 1.4936 0.8342 2.0260
H5 3.0658 0.8689 -0.8652
H6 1.8382 -0.2810 -1.4237
H7 1.7399 1.4159 -1.9304
H8 -1.1508 -0.9832 0.3402
H9 -2.6532 -3.0291 0.1414
H10 -0.8724 -3.0117 0.4742
H11 -2.0473 1.7192 0.7319
H12 -0.8487 1.1477 1.9137
H13 -0.6364 2.7112 1.1133

***

Model b:
This record from the OMol25 dataset describes the molecule C4H13N3O. The level of theory is ωB97M-V/def2-TZVPD.

## Properties
SMILES	NCN[C@@H](CN)CO
molar mass	119.17	g mol⁻¹
HOMO level	-8.7	eV
gap between HOMO and LUMO	0.3540	Eh

Cartesian coordinates (Å):
C1 -0.0209 1.0664 -0.9609
N1 0.9954 0.7999 -2.0374
C2 -0.3988 -0.0445 0.0029
C3 -1.4871 -0.9761 -0.5712
O1 -2.6821 -0.1855 -0.6866
N2 0.7067 -0.9120 0.4587
C4 1.2760 -0.5791 1.7785
N3 1.6468 0.7700 2.0725
H1 0.3894 1.9786 -0.5032
H2 -0.9099 1.5067 -1.4149
H3 1.5559 0.0062 -1.7478
H4 0.5107 0.5939 -2.8997
H5 -0.9356 0.3468 0.8705
H6 -1.2771 -1.3924 -1.5622
H7 -1.5607 -1.7960 0.1378
H8 -3.4190 -0.6955 -0.3955
H9 1.4782 -0.8844 -0.1833
H10 0.5334 -0.8247 2.5384
H11 2.1125 -1.2740 1.8483
H12 2.4362 1.2387 1.6616
H13 0.8954 1.3952 2.2892

***

Model c:
This record from the OMol25 dataset describes a structure of composition C4H13N3O. The level of theory is ωB97M-V/def2-TZVPD.

## Properties
molar mass	119.17	g mol⁻¹
HOMO level	-7.6	eV
gap between HOMO and LUMO	0.2993	Eh

Cartesian coordinates (Å):
C1 -0.7016 -0.5020 0.6027
C2 -1.4430 -1.8314 0.7357
C3 -1.5184 1.0541 0.2573
C4 -2.8400 1.0727 0.1473
O1 -0.6624 2.0057 -0.0095
H1 0.5130 1.6264 -0.0201
H2 -0.3620 -0.1218 1.5659
H3 -0.2137 -0.4739 -0.3618
H4 -3.4295 0.1834 0.2785
H5 -3.3405 1.9902 -0.1204
H6 -0.9828 -2.4413 1.5135
H7 -1.4031 -2.3912 -0.1984
H8 -2.4965 -1.7113 0.9974
N1 2.0529 0.5335 -1.3174
N2 1.6667 0.9014 0.0165
N3 2.9288 -0.5575 -1.3997
H9 2.4876 1.3408 -1.7546
H10 2.4570 1.2123 0.5941
H11 1.1741 0.0458 0.4833
H12 2.4068 -1.4171 -1.2720
H13 3.7065 -0.5190 -0.7383

***

Model d:
This record from the OMol25 dataset describes a structure of composition C4H13N3O. The level of theory is ωB97M-V/def2-TZVPD.

## Properties
molar mass	119.17	g mol⁻¹
HOMO level	-7.2	eV
gap between HOMO and LUMO	0.2938	Eh

Cartesian coordinates (Å):
C1 0.8123 0.2369 0.0143
C2 -0.5848 0.4190 0.2922
C3 -0.5928 -2.3502 -0.6584
C4 -1.3935 1.5521 -0.2850
N1 -0.9869 -0.9795 -0.8956
N2 1.6226 -0.7543 0.5523
N3 0.9600 1.6178 1.4501
O1 1.3389 0.8478 -1.0594
H1 2.1446 0.3624 -1.2884
H2 -0.7830 -0.7067 -1.8547
H3 -0.9465 -0.0524 1.1953
H4 1.1244 -1.3034 1.2418
H5 2.3934 -0.2888 1.0269
H6 0.3894 1.5831 2.2939
H7 0.8303 2.5383 1.0321
H8 -0.7404 -2.6056 0.3973
H9 0.4466 -2.5839 -0.9371
H10 -1.2300 -3.0388 -1.2297
H11 -1.5753 2.3065 0.4809
H12 -2.3474 1.1681 -0.6484
H13 -0.8820 2.0315 -1.1202

***

Q: Which of them is the least stable? A: model c.

***

Model a:
This record from the OMol25 dataset describes a structure of composition C4H13N3O. The level of theory is ωB97M-V/def2-TZVPD.

## Properties
molar mass	119.17	g mol⁻¹
HOMO level	-8.4	eV
gap between HOMO and LUMO	0.3414	Eh

Cartesian coordinates (Å):
C1 1.5806 -0.9402 -0.2725
C2 -1.1689 -0.4477 0.4489
C3 0.1726 0.2741 0.2966
C4 0.0596 1.6946 -0.2649
N1 2.8640 -0.5868 0.0655
N2 -2.0416 0.2372 1.3952
N3 -1.8128 -0.5839 -0.8675
O1 1.3304 -0.9751 -1.6044
H1 0.7410 -0.0788 -1.3642
H2 1.2274 -1.8099 0.2867
H3 -0.9662 -1.4325 0.9080
H4 0.5699 0.3668 1.3127
H5 3.1631 -0.7538 1.0138
H6 3.2134 0.2607 -0.3589
H7 -2.8757 -0.3138 1.5739
H8 -2.6359 -1.1718 -0.8015
H9 -2.3441 1.1183 0.9927
H10 -1.1775 -1.0202 -1.5314
H11 1.0525 2.1056 -0.4680
H12 -0.5068 1.6916 -1.1969
H13 -0.4451 2.3656 0.4363

***

Model b:
This record from the OMol25 dataset describes the molecule C4H13N3O. The level of theory is ωB97M-V/def2-TZVPD.

## Properties
SMILES	CC[C@H](N)[C@H](N)ON
molar mass	119.17	g mol⁻¹
HOMO level	-9.2	eV
gap between HOMO and LUMO	0.3711	Eh

Cartesian coordinates (Å):
C1 -0.6505 0.2882 -1.5630
C2 -1.8706 -0.4816 -1.0985
N1 -1.0151 0.0160 1.9887
O1 -0.6003 1.0869 1.1100
H1 -0.5945 0.2698 2.8789
H2 -0.5812 -0.8278 1.5928
H3 -0.3594 -0.0952 -2.5483
H4 -0.8998 1.3453 -1.6882
H5 -2.5898 -0.5613 -1.9224
H6 -1.6285 -1.5052 -0.8009
H7 -2.4063 0.0378 -0.3028
N2 1.8332 0.5929 1.4908
N3 0.9877 -1.3236 -0.4295
C3 0.8403 1.0036 0.5222
C4 0.7643 0.1072 -0.7138
H8 1.5913 -0.3463 1.7965
H9 1.7566 1.1882 2.3098
H10 1.9625 -1.4412 -0.1479
H11 0.9030 -1.8481 -1.2992
H12 1.0219 2.0420 0.2383
H13 1.5350 0.4523 -1.4134

***

Q: Which of them is the least stable? A: model a.

***

Model a:
This record from the OMol25 dataset describes a structure of composition C3H4FNO. The level of theory is ωB97M-V/def2-TZVPD.

## Properties
molar mass	89.07	g mol⁻¹
HOMO level	-10.6	eV
gap between HOMO and LUMO	0.3816	Eh

Cartesian coordinates (Å):
C1 0.3199 0.9636 -0.6383
C2 0.4772 1.8861 0.3120
C3 0.2304 0.0028 0.5029
N1 0.0424 -1.2260 0.7464
O1 0.4923 1.0000 1.4312
F1 -1.0821 -2.6151 -1.2268
H1 0.0850 1.0780 -1.5946
H2 0.4002 2.9794 0.5622
H3 -0.6559 -2.0978 -0.4164
H4 0.0350 -1.4380 1.7445

***

Model b:
This record from the OMol25 dataset describes a cluster of 2 separate species, C3H4FNO in total. The level of theory is ωB97M-V/def2-TZVPD.

## Properties
molar mass	89.07	g mol⁻¹
HOMO level	-10.2	eV
gap between HOMO and LUMO	0.3909	Eh

Cartesian coordinates (Å):
C1 -2.7439 -0.7910 -1.7316
C2 0.5456 0.0156 -0.0200
C3 1.5435 0.5988 1.1067
N1 -0.6458 -0.1926 0.0818
O1 -3.6289 -1.1000 -1.0339
F1 1.1389 -0.2997 -1.2388
H1 -1.3466 -0.4695 -0.7329
H2 1.7428 1.4437 0.4997
H3 2.3913 0.0055 1.1469
H4 1.0032 0.7891 1.9220

***

Q: Which of them is the least stable? A: model a.